Record 1
A cluster of 2 separate species, C10H10BrNS in total, computed with the ωB97M-V functional and the def2-TZVPD basis.

E_LUMO (alpha / beta) = -0.02751 / -0.02752 hartree
HOMO-LUMO gap (alpha / beta) = 6.76 / 6.76 eV

The geometry in XYZ format:
```
23
Properties=species:S:1:pos:R:3:nbo_charge:R:1
C 0.793 1.267 1.830 0.008
C -3.431 -1.391 0.035 -0.186
C -2.565 -2.205 0.746 -0.217
C -2.920 -0.506 -0.905 -0.236
C -1.203 -2.139 0.530 -0.153
C -1.563 -0.431 -1.125 -0.099
C -0.673 -1.245 -0.406 -0.217
C 3.471 2.130 -0.201 -0.645
C 1.977 2.145 -0.118 -0.050
C 0.740 -1.110 -0.657 -0.218
N 1.369 1.869 0.964 -0.290
S 1.419 0.012 -1.621 0.094
Br 1.925 -2.331 0.273 0.048
H -4.497 -1.445 0.203 0.214
H -2.952 -2.901 1.476 0.216
H -3.592 0.124 -1.468 0.215
H -0.548 -2.781 1.097 0.228
H -1.168 0.256 -1.858 0.221
H 3.894 1.742 0.725 0.224
H 3.797 1.501 -1.028 0.231
H 3.852 3.137 -0.376 0.217
H 1.417 2.656 -0.888 0.211
H 0.457 1.646 2.771 0.185
```

---

Record 2
A cluster of 3 separate species, C16H27F2N2O6 in total, computed with the ωB97M-V functional and the def2-TZVPD basis.

E_LUMO = 0.08833 hartree
HOMO-LUMO gap = 5.64 eV
Net charge = -1

The geometry in XYZ format:
```
53
Properties=species:S:1:pos:R:3:nbo_charge:R:1
C -4.604 -1.690 2.270 -0.746
C -3.200 -2.237 2.115 0.802
O -2.522 -2.538 3.052 -0.557
O -2.756 -2.479 0.862 -0.514
C -3.261 -1.752 -0.263 -0.064
C -2.514 -0.459 -0.566 -0.407
C -2.096 0.383 0.638 -0.414
C -1.602 1.746 0.154 -0.392
C -1.088 2.727 1.225 -0.421
C -0.459 2.124 2.492 -0.231
N 0.946 1.760 2.432 -0.610
N 1.190 1.056 1.202 -0.455
C 1.500 -0.265 1.236 0.952
O 1.341 -1.089 2.065 -0.571
F 2.101 -0.611 0.022 -0.398
C 2.017 1.824 0.355 1.002
O 3.074 2.308 0.556 -0.552
F 1.415 2.042 -0.856 -0.367
H -4.822 -1.662 3.333 0.239
H -4.675 -0.673 1.884 0.233
H -5.329 -2.302 1.732 0.222
H -4.329 -1.552 -0.148 0.162
H -3.167 -2.437 -1.106 0.193
H -1.640 -0.649 -1.191 0.208
H -3.196 0.140 -1.178 0.205
H -2.952 0.537 1.309 0.177
H -1.340 -0.142 1.224 0.229
H -2.446 2.207 -0.376 0.177
H -0.828 1.589 -0.602 0.210
H -1.907 3.400 1.506 0.183
H -0.311 3.356 0.776 0.199
H -1.110 1.302 2.856 0.132
H -0.503 2.891 3.272 0.180
C 6.845 0.318 1.018 -0.722
C 6.231 -0.611 2.043 0.603
O 6.925 -1.270 2.787 -0.569
C 4.731 -0.651 2.069 -0.736
H 7.931 0.275 1.083 0.218
H 6.522 0.030 0.016 0.226
H 6.501 1.339 1.192 0.237
H 4.354 -0.968 1.095 0.240
H 4.334 0.349 2.262 0.256
H 4.370 -1.334 2.834 0.240
C -1.012 0.605 -5.244 -0.721
C -1.465 -0.613 -4.475 0.599
O -2.397 -0.569 -3.708 -0.542
C -0.678 -1.883 -4.695 -0.721
H -1.647 1.452 -4.995 0.236
H 0.023 0.840 -4.991 0.236
H -1.060 0.410 -6.317 0.220
H 0.368 -1.723 -4.426 0.237
H -0.713 -2.169 -5.748 0.221
H -1.090 -2.681 -4.083 0.236
```

---

Let's list F_max in order: 1.72; 0.66 eV Å⁻¹.
Let's list energy relative to the best compared isomer or geometry (same formula, charge and spin) in order: 2.588; 0.000 eV.